The following is a DFT calculation (ωB97M-V with the def2-TZVPD basis set) of 2 unconnected molecules or ions with the total composition C15H18O in a non-equilibrium geometry.

As for the expectation value of S²: 0.757. The energy above the lowest of the compared OMol25 structures with the same formula, charge and spin comes out at 131.5 kJ/mol. As for the charge: -1. The electronic energy comes out at -17891.90173 eV. The spin multiplicity is 2. The HOMO-LUMO gap (alpha / beta) is 2.79 / 7.31 eV.

Atoms and positions in Å:
C1 -0.679 -1.806 -1.802
C2 -1.478 -3.070 -1.458
C3 0.558 -1.403 -1.075
C4 0.713 -1.697 0.310
C5 1.411 -0.552 -1.744
C6 1.868 -1.189 0.943
C7 2.571 -0.040 -1.059
C8 2.758 -0.331 0.247
O1 3.835 0.106 0.985
H1 -0.654 -1.812 -2.898
H2 -1.339 -0.905 -1.552
H3 -2.146 -2.946 -0.616
H4 0.078 -2.351 0.893
H5 1.305 -0.385 -2.825
H6 2.245 -1.542 1.890
H7 3.344 0.463 -1.626
H8 4.380 0.779 0.598
H9 -0.850 -3.942 -1.192
H10 -1.955 -3.409 -2.391
C9 -1.237 1.144 3.108
C10 -1.994 1.515 -0.518
C11 -1.981 1.130 0.811
C12 -1.044 2.287 -1.148
C13 -0.982 1.581 1.694
C14 -0.058 2.652 -0.223
C15 0.074 2.327 1.137
H11 -2.773 0.969 -1.063
H12 -2.797 0.514 1.149
H13 -1.041 2.457 -2.207
H14 0.611 3.440 -0.627
H15 -0.217 1.175 3.580
H16 -1.551 0.162 3.494
H17 0.913 2.781 1.651
H18 -1.892 1.899 3.533